Record 1
{"formula": "C6H12N", "method": "the ωB97M-V functional and the def2-TZVPD basis", "species": ["C", "N", "C", "C", "C", "C", "C", "H", "H", "H", "H", "H", "H", "H", "H", "H", "H", "H", "H"], "coordinates": [[-1.935, -3.313, -1.221], [-1.776, -2.108, -0.846], [-0.550, -1.472, -0.572], [-0.507, -0.267, -0.004], [0.704, 0.434, 0.462], [0.595, 1.948, 0.440], [1.909, 2.599, 0.891], [-1.150, -4.035, -1.377], [-2.953, -3.674, -1.313], [-2.626, -1.560, -0.739], [0.334, -2.011, -0.841], [-1.455, 0.239, 0.161], [0.859, 0.090, 1.492], [1.678, 0.152, 0.057], [0.385, 2.264, -0.571], [-0.236, 2.299, 1.049], [2.449, 2.095, 1.693], [1.716, 3.622, 1.219], [2.560, 2.699, 0.019]], "forces_ev_per_angstrom": [[-0.960, -0.566, 0.143], [0.228, -0.149, -0.215], [0.298, 0.730, 0.178], [-0.240, -0.474, -0.534], [0.517, 0.113, 0.834], [0.390, 0.043, 0.440], [-0.195, 0.663, -0.475], [0.517, 0.303, 0.029], [0.008, 0.086, -0.204], [0.060, 0.178, 0.175], [0.230, -0.472, -0.070], [-0.015, 0.102, 0.199], [-0.307, 0.200, 0.307], [-0.348, -0.379, -0.793], [-0.112, 0.191, -0.385], [-0.107, -0.136, 0.160], [-0.209, -0.188, -0.044], [0.036, -0.065, 0.061], [0.209, -0.179, 0.192]], "lowdin_charge": [0.179, 0.043, -0.070, -0.025, -0.208, -0.259, -0.097, 0.127, 0.125, 0.185, 0.137, 0.135, 0.140, 0.134, 0.109, 0.112, 0.079, 0.077, 0.079], "relative_energy_kcal_mol": 29.8, "charge": 1, "smiles": "C=[NH+]/C=C/CCC"}

Record 2
{"formula": "C6H12N", "method": "the ωB97M-V functional and the def2-TZVPD basis", "species": ["C", "N", "C", "C", "C", "C", "C", "H", "H", "H", "H", "H", "H", "H", "H", "H", "H", "H", "H"], "coordinates": [[0.645, 2.398, -1.646], [1.239, 1.240, -1.373], [0.377, 0.324, -0.710], [-0.305, -0.567, -1.486], [0.078, 0.511, 0.759], [0.243, -0.729, 1.714], [-0.871, -1.944, 1.432], [1.136, 3.346, -1.992], [-0.423, 2.563, -1.355], [2.160, 1.009, -1.726], [-0.648, -0.592, -2.553], [-0.874, -1.270, -0.998], [-1.048, 0.485, 0.503], [0.497, 1.383, 1.190], [0.033, -0.598, 2.755], [1.218, -1.156, 1.554], [-0.292, -2.865, 1.025], [-1.657, -1.956, 2.345], [-1.509, -1.583, 0.562]], "forces_ev_per_angstrom": [[1.280, -0.360, 0.922], [-2.666, 4.519, -1.217], [-0.471, -3.555, -1.735], [0.781, 2.154, -0.825], [-2.774, -2.663, -0.245], [-1.686, -1.919, -1.643], [-0.191, 1.656, -0.607], [0.084, -1.466, -0.227], [1.037, -0.665, -0.128], [0.336, 0.067, 0.281], [1.723, 0.427, 0.652], [-1.167, -1.219, 1.282], [1.290, 1.289, 1.909], [0.088, 1.039, 0.162], [0.525, 1.187, 0.458], [0.482, -0.129, 0.289], [-1.502, 1.166, 1.439], [2.279, -0.810, -2.070], [0.553, -0.718, 1.301]], "lowdin_charge": [0.227, 0.113, -0.331, 0.125, -0.133, -0.183, -0.087, 0.140, 0.148, 0.186, 0.116, 0.014, 0.144, 0.104, 0.083, 0.087, 0.098, 0.120, 0.029], "relative_energy_kcal_mol": 94.1, "charge": 1, "smiles": "C=[NH+]C(=C)CCC"}